The following is a DFT calculation (wB97M-V/def2-TZVPD) of a 2-piece molecular cluster, C4H11O2S overall.

The LUMO energy (alpha / beta) is -3.12 / -4.36 eV. Its total charge is +1. The expectation value of S² is 2.00. Its HOMO-LUMO gap (alpha / beta) is 7.259 / 11.632 eV. The multiplicity is 3. The calculation puts the molar mass at 123.2 g/mol.

Atoms and positions in Å:
C (-2.427, 0.232, -0.792)
C (-1.102, -0.158, 1.782)
C (2.967, 0.246, 0.128)
C (0.242, -0.669, -0.702)
O (-0.402, 1.774, -0.225)
O (4.118, -0.279, -0.140)
S (-0.871, 0.444, 0.043)
H (-2.832, -0.596, -0.234)
H (-2.302, -0.120, -1.874)
H (-3.175, 1.010, -0.690)
H (-0.146, -0.094, 2.214)
H (-1.333, -1.243, 1.567)
H (-1.969, 0.425, 2.325)
H (3.052, 1.405, 0.062)
H (1.197, -0.843, -0.348)
H (0.243, -0.129, -1.685)
H (-0.181, -1.639, -1.008)
H (4.920, 0.235, -0.426)

Atom charges from the Mulliken analysis, given in e for atoms 1 to 6: C -0.926; C -0.983; C -0.158; C -0.897; O -0.587; O -0.465

---

The following is a DFT calculation (wB97M-V/def2-TZVPD) of a 2-piece molecular cluster, C4H11O3 overall.

The LUMO energy is 4.03 eV. Its total charge is -1. Its HOMO-LUMO gap is 7.559 eV. The calculation puts the molar mass at 107.1 g/mol.

Atoms and positions in Å:
C (0.011, -0.561, 1.913)
O (-0.693, -1.429, 0.998)
C (1.320, -0.315, 1.236)
C (1.204, 0.848, 0.117)
C (0.823, 0.123, -1.348)
O (-0.183, 0.750, -2.120)
H (-0.149, -1.250, 2.837)
H (-0.371, 0.467, 2.149)
H (1.766, -1.356, 0.876)
H (1.981, 0.046, 2.036)
H (2.306, 1.167, -0.039)
H (0.730, 1.725, 0.265)
H (1.730, 0.212, -1.868)
H (0.425, -0.899, -1.303)
H (-1.331, 0.409, -1.514)
H (-1.042, -0.937, 0.249)
H (-1.972, 1.381, -0.551)
O (-2.152, 0.487, -0.708)

Atom charges from the Mulliken analysis, given in e for atoms 1 to 6: C -0.378; O -0.527; C -0.512; C -0.685; C -0.747; O -0.899

---

The following is a DFT calculation (wB97M-V/def2-TZVPD) of a 3-piece molecular cluster, C4H11O3 overall.

The LUMO energy (alpha / beta) is 7.24 / 7.14 eV. Its total charge is -2. The expectation value of S² is 0.76. Its HOMO-LUMO gap (alpha / beta) is 6.603 / 7.052 eV. The multiplicity is 2. The calculation puts the molar mass at 107.1 g/mol.

Atoms and positions in Å:
C (-1.152, -0.758, -0.461)
C (0.275, -0.456, 0.030)
C (0.884, 0.833, -0.635)
O (1.997, 1.312, 0.103)
C (-2.431, -0.107, 0.182)
O (-2.571, 1.204, -0.168)
H (-1.274, -0.551, -1.534)
H (-1.296, -1.856, -0.284)
H (0.919, -1.286, -0.259)
H (0.272, -0.138, 1.068)
H (1.205, 0.551, -1.665)
H (0.164, 1.645, -0.611)
H (-2.567, -0.332, 1.280)
H (-3.228, -0.636, -0.429)
H (-1.298, 1.261, 1.256)
H (2.689, 0.513, 0.255)
H (3.879, -0.523, 1.379)
O (3.533, -0.678, 0.494)

Atom charges from the Mulliken analysis, given in e for atoms 1 to 6: C -0.210; C -0.836; C -0.465; O -0.631; C -1.195; O -0.752

---

The following is a DFT calculation (wB97M-V/def2-TZVPD) of a 3-piece molecular cluster, C4H11O4 overall.

The LUMO energy is 3.40 eV. Its total charge is -1. Its HOMO-LUMO gap is 6.709 eV. The calculation puts the molar mass at 123.1 g/mol.

Atoms and positions in Å:
C (-0.218, 1.412, 1.276)
O (0.972, 1.987, 1.042)
C (-0.103, -0.229, 1.319)
C (-0.607, -0.913, 0.067)
C (0.204, -2.076, -0.340)
O (-0.178, -3.005, -1.017)
H (-0.588, 1.643, 2.303)
H (-0.927, 1.544, 0.419)
H (0.950, -0.302, 1.466)
H (-0.693, -0.570, 2.168)
H (-0.438, -0.223, -0.795)
H (-1.640, -1.165, -0.143)
H (1.250, -2.030, 0.005)
H (2.074, 4.070, -0.108)
H (2.530, 2.979, 0.820)
O (2.836, 3.834, 0.437)
H (-2.511, -2.675, -2.883)
H (-1.097, -2.101, -2.700)
O (-1.815, -2.180, -3.337)

Atom charges from the Mulliken analysis, given in e for atoms 1 to 6: C -0.619; O -0.844; C -0.633; C -0.410; C -0.104; O -0.571

---

The following is a DFT calculation (wB97M-V/def2-TZVPD) of a 3-piece molecular cluster, C4H11O4 overall.

The LUMO energy is 3.14 eV. Its total charge is -1. Its HOMO-LUMO gap is 6.922 eV. The calculation puts the molar mass at 123.1 g/mol.

Atoms and positions in Å:
C (-1.269, -1.923, 0.567)
O (-1.802, -2.671, -0.716)
C (-0.556, -0.733, -0.008)
C (-0.014, 0.112, 1.119)
C (0.939, 1.179, 0.424)
O (0.491, 2.242, -0.008)
H (-2.247, -1.680, 1.091)
H (-0.692, -2.646, 1.207)
H (0.122, -1.145, -0.783)
H (-1.224, -0.026, -0.579)
H (0.503, -0.662, 1.848)
H (-0.960, 0.599, 1.612)
H (1.934, 0.790, 0.125)
H (0.622, -3.670, -1.119)
H (-0.868, -2.755, -1.212)
O (0.348, -3.058, -1.833)
H (2.434, 4.866, 0.261)
H (1.140, 3.976, 0.271)
O (1.542, 4.805, 0.640)

Atom charges from the Mulliken analysis, given in e for atoms 1 to 6: C -0.604; O -0.626; C -0.611; C -0.283; C 0.021; O -0.620

---

The following is a DFT calculation (wB97M-V/def2-TZVPD) of a 2-piece molecular cluster, C4H11OPSi overall.

The LUMO energy (alpha / beta) is -1.20 / -0.23 eV. Its HOMO-LUMO gap (alpha / beta) is 7.058 / 8.795 eV. The calculation puts the molar mass at 134.2 g/mol.

Atoms and positions in Å:
C (-1.321, 0.612, 0.146)
C (-1.044, 2.011, 0.133)
C (2.245, 0.707, -0.381)
C (-0.372, -2.310, -0.188)
O (1.546, -0.509, -0.388)
Si (0.075, -0.603, 0.352)
P (-3.700, -0.056, -0.030)
H (-2.011, 2.581, 0.348)
H (-0.301, 2.369, 0.784)
H (-0.701, 2.420, -0.947)
H (2.210, 1.240, -1.370)
H (3.318, 0.479, -0.330)
H (2.010, 1.365, 0.412)
H (-0.340, -2.628, -1.279)
H (0.182, -3.093, 0.256)
H (-1.463, -2.632, 0.158)
H (0.268, -0.639, 1.743)
H (-3.506, -1.332, -0.396)

Atom charges from the Mulliken analysis, given in e for atoms 1 to 6: C -0.109; C -0.879; C -0.710; C -1.075; O -0.286; Si 0.495

---

The following is a DFT calculation (wB97M-V/def2-TZVPD) of a 2-piece molecular cluster, C4H11OS2 overall.

The LUMO energy is 3.47 eV. Its total charge is -1. Its HOMO-LUMO gap is 6.648 eV. The calculation puts the molar mass at 139.3 g/mol.

Atoms and positions in Å:
C (2.022, 0.896, 0.786)
C (1.849, -0.604, 0.895)
S (2.636, -1.442, -0.495)
S (1.228, -2.923, -0.749)
H (1.341, 1.269, 0.022)
H (3.061, 1.196, 0.552)
H (1.806, 1.365, 1.751)
H (0.786, -0.804, 0.777)
H (2.218, -1.020, 1.831)
H (0.242, -2.029, -1.052)
C (-1.748, -0.044, -0.195)
O (-0.526, -0.206, -0.732)
C (-2.556, 1.072, -0.869)
H (-1.723, 0.188, 0.908)
H (-2.376, -0.962, -0.283)
H (-3.607, 1.076, -0.548)
H (-2.535, 0.924, -1.947)
H (-2.119, 2.049, -0.654)

Atom charges from the Mulliken analysis, given in e for atoms 1 to 6: C -1.041; C -0.050; S -0.164; S -0.362; H 0.253; H 0.318

---

The following is a DFT calculation (wB97M-V/def2-TZVPD) of a 2-piece molecular cluster, C4H11OS2 overall.

The LUMO energy is 3.35 eV. Its total charge is -1. Its HOMO-LUMO gap is 6.408 eV. The calculation puts the molar mass at 139.3 g/mol.

Atoms and positions in Å:
C (2.004, 0.873, 0.788)
C (1.866, -0.651, 0.910)
S (2.723, -1.482, -0.474)
S (1.419, -3.089, -0.705)
H (1.234, 1.191, 0.081)
H (2.996, 1.182, 0.460)
H (1.714, 1.323, 1.742)
H (0.830, -0.906, 0.684)
H (2.321, -0.996, 1.838)
H (0.381, -2.287, -1.085)
C (-1.785, 0.045, -0.168)
O (-0.553, -0.141, -0.665)
C (-2.585, 1.152, -0.883)
H (-1.814, 0.315, 0.929)
H (-2.439, -0.873, -0.217)
H (-3.594, 1.304, -0.477)
H (-2.644, 0.922, -1.952)
H (-2.075, 2.120, -0.805)

Atom charges from the Mulliken analysis, given in e for atoms 1 to 6: C -0.980; C -0.155; S -0.152; S -0.333; H 0.242; H 0.333

---

The following is a DFT calculation (wB97M-V/def2-TZVPD) of a 2-piece molecular cluster, C4H11PS overall.

The LUMO energy (alpha / beta) is -0.67 / -0.04 eV. Its HOMO-LUMO gap (alpha / beta) is 8.210 / 7.639 eV. The calculation puts the molar mass at 122.2 g/mol.

Atoms and positions in Å:
C (0.547, 1.894, 0.676)
C (0.922, 0.955, -1.883)
C (-2.560, -1.530, 1.036)
C (0.411, -0.901, 0.411)
P (-0.156, 0.793, -0.399)
S (2.135, -1.525, 0.182)
H (-0.097, 1.891, 1.621)
H (0.634, 2.881, 0.305)
H (1.537, 1.898, -1.812)
H (1.493, 0.012, -2.065)
H (0.307, 1.044, -2.876)
H (-3.200, -0.837, 0.592)
H (-2.248, -2.213, 0.277)
H (-2.204, -1.302, 1.951)
H (-0.209, -1.592, -0.132)
H (-0.014, -0.935, 1.379)
H (2.703, -0.533, 0.736)

Atom charges from the Mulliken analysis, given in e for atoms 1 to 6: C -0.787; C -0.864; C -1.078; C -0.710; P 0.373; S -0.197

---

The following is a DFT calculation (wB97M-V/def2-TZVPD) of a 2-piece molecular cluster, C4H11S overall.

The LUMO energy is 4.19 eV. Its total charge is -1. Its HOMO-LUMO gap is 6.448 eV. The calculation puts the molar mass at 91.2 g/mol.

Atoms and positions in Å:
C (2.202, 1.282, -0.035)
C (1.716, 0.086, -0.841)
H (3.285, 1.302, 0.099)
H (1.782, 1.244, 0.974)
H (1.830, 2.174, -0.515)
H (2.238, -0.821, -0.562)
H (0.636, 0.065, -0.715)
H (1.954, 0.247, -1.893)
C (-1.776, -1.396, 0.757)
C (-2.213, -0.138, 0.022)
S (-1.410, 1.359, 0.709)
H (-2.253, -2.336, 0.437)
H (-1.979, -1.276, 1.816)
H (-0.699, -1.527, 0.650)
H (-3.295, -0.023, 0.147)
H (-2.017, -0.242, -1.049)

Atom charges from the Mulliken analysis, given in e for atoms 1 to 6: C -0.926; C -0.334; H 0.351; H 0.239; H 0.249; H 0.285

---

Number 1: electronic energy -19242.600 eV. Number 2: electronic energy -10467.304 eV. Number 3: electronic energy -10462.638 eV. Number 4: electronic energy -12515.963 eV. Number 5: electronic energy -12515.238 eV. Number 6: electronic energy -23535.708 eV. Number 7: electronic energy -28044.528 eV. Number 8: electronic energy -28044.340 eV. Number 9: electronic energy -24445.276 eV. Number 10: electronic energy -15162.250 eV.